w) Molecular formula: C3H3N3S
Method: DFT, ωB97M-V/def2-TZVPD

Geometry as XYZ:
```
10
Properties=species:S:1:pos:R:3
S -2.177 0.074 -0.048
C -0.416 0.098 -0.007
C 0.270 1.270 0.048
C 1.651 1.025 0.057
N 2.182 -0.194 -0.081
N 1.372 -1.276 -0.027
N 0.121 -1.158 0.082
H -2.188 -1.225 0.341
H -0.081 2.232 0.083
H 2.339 1.839 -0.061
```

Results
- E_LUMO (eV) = 0.06
- SMILES = Sc1ccnnn1


x) Molecular formula: C3H3N3S
Method: DFT, ωB97M-V/def2-TZVPD

Geometry as XYZ:
```
10
Properties=species:S:1:pos:R:3
S 0.735 2.153 0.081
C -0.111 0.515 -0.058
C 0.133 -0.339 0.889
N 0.162 -1.703 0.730
N -0.249 -2.067 -0.472
N -0.678 -1.212 -1.427
C -0.458 0.079 -1.223
H 0.140 2.010 1.646
H 0.751 -0.322 1.884
H -0.425 0.887 -2.049
```

Results
- E_LUMO (eV) = -0.90
- SMILES = Sc1cnnnc1


y) Molecular formula: C3H3N3S
Method: DFT, ωB97M-V/def2-TZVPD

Geometry as XYZ:
```
10
Properties=species:S:1:pos:R:3
S -0.921 1.741 -0.888
C -0.198 0.326 -0.167
N -0.899 -0.316 0.778
C -0.223 -1.386 1.237
N 1.034 -1.737 0.880
C 1.583 -0.970 -0.056
N 0.978 0.005 -0.729
H -1.903 1.772 0.018
H -0.780 -2.036 1.964
H 2.650 -1.081 -0.361
```

Results
- E_LUMO (eV) = 0.25
- SMILES = Sc1ncncn1


z) Molecular formula: C3H3N3S
Method: DFT, ωB97M-V/def2-TZVPD

Geometry as XYZ:
```
10
Properties=species:S:1:pos:R:3
S 2.790 -0.446 -0.018
C 1.470 0.523 0.060
N 0.161 0.059 -0.009
C -0.360 -1.246 -0.025
N -1.680 -1.243 0.013
N -2.083 0.082 0.022
C -1.047 0.830 -0.051
H 1.474 1.627 0.124
H 0.298 -2.114 0.019
H -1.023 1.929 -0.136
```

Results
- E_LUMO (eV) = -1.13
- SMILES = S=Cn1cnnc1


We find y) to be the most stable, with the next structure 113.9 kJ/mol higher.


w) Molecular formula: H12O6
Method: DFT, ωB97M-V/def2-TZVPD

Geometry as XYZ:
```
18
Properties=species:S:1:pos:R:3
O -2.570 -1.601 0.093
H -1.890 -1.171 -0.448
H -2.976 -2.219 -0.554
O 2.687 1.630 -0.485
H 2.045 0.917 -0.572
H 2.253 2.261 0.099
O -0.620 0.815 2.378
H -1.082 0.914 3.222
H -1.329 0.943 1.732
O -0.283 2.644 -1.813
H -0.076 3.526 -1.490
H 0.382 2.466 -2.482
O 0.966 -1.613 1.047
H 1.709 -1.048 1.305
H 0.263 -0.968 1.229
O -0.206 -2.028 -1.301
H 0.480 -1.814 -0.567
H 0.172 -2.829 -1.712
```

Results
- E_LUMO (spin up / spin down) (eV) = -4.00 / -11.20
- multiplicity = 2
- net charge = +1


x) Molecular formula: H12O6
Method: DFT, ωB97M-V/def2-TZVPD

Geometry as XYZ:
```
18
Properties=species:S:1:pos:R:3
O -0.018 0.467 0.687
H 0.711 1.057 0.880
H 0.387 -0.397 0.613
O 0.410 -0.971 3.139
H 0.134 -0.532 2.334
H 1.259 -0.581 3.346
O 0.615 -1.004 -2.356
H 0.733 -0.099 -2.069
H -0.308 -1.060 -2.602
O 1.652 -1.847 -0.108
H 1.672 -1.716 -1.056
H 1.722 -2.795 0.004
O -2.700 0.941 0.514
H -1.794 0.650 0.614
H -2.837 1.555 1.235
O -0.568 1.794 -1.953
H -0.957 2.655 -2.106
H -0.113 1.882 -1.115
```

Results
- E_LUMO (spin up / spin down) (eV) = -3.70 / -11.58
- multiplicity = 2
- net charge = +1


y) Molecular formula: H12O6
Method: DFT, ωB97M-V/def2-TZVPD

Geometry as XYZ:
```
18
Properties=species:S:1:pos:R:3
O -1.305 0.799 -0.878
H -1.319 -0.132 -0.434
H -0.435 0.809 -1.484
O 1.833 -1.773 -1.487
H 1.688 -2.688 -1.748
H 1.262 -1.641 -0.724
O 0.995 0.748 -2.156
H 1.448 -0.135 -2.039
H 0.740 0.683 -3.090
O -0.860 -1.304 0.707
H -0.436 -0.967 1.567
H -1.623 -1.790 1.045
O 0.126 -0.266 2.931
H 1.090 -0.249 2.869
H -0.100 0.653 2.726
O -0.725 2.427 0.937
H -0.877 1.850 0.139
H -1.502 2.977 1.122
```

Results
- E_LUMO (spin up / spin down) (eV) = -3.28 / -10.16
- multiplicity = 2
- net charge = +1


We find y) to be the most stable, with the next structure 125.5 kJ/mol higher.


w) Molecular formula: C3H10NO4
Method: DFT, ωB97M-V/def2-TZVPD

Geometry as XYZ:
```
18
Properties=species:S:1:pos:R:3
C 2.087 -0.563 -0.068
N 1.287 0.369 0.682
C -0.091 0.005 0.990
O -0.267 -1.117 1.486
O -0.910 0.951 0.810
C 2.772 -0.009 -1.351
H 2.812 -1.034 0.612
H 1.542 -1.452 -0.402
H 1.284 1.335 0.389
H 3.840 0.032 -1.129
H 2.449 1.014 -1.543
H 2.553 -0.636 -2.204
H -4.069 0.129 -0.654
H -2.660 0.610 -0.763
O -3.394 0.304 -1.317
H -3.149 -0.735 1.491
H -2.657 0.626 1.288
O -3.428 0.171 1.684
```

Results
- E_LUMO (eV) = 3.82
- net charge = -1


x) Molecular formula: C3H10NO4
Method: DFT, ωB97M-V/def2-TZVPD

Geometry as XYZ:
```
18
Properties=species:S:1:pos:R:3
C -1.229 -1.793 0.643
N 0.229 -1.827 0.927
C 0.960 -0.591 1.066
O 0.363 0.477 1.129
O 2.202 -0.789 1.116
C -1.583 -0.573 -0.207
H -1.452 -2.860 0.206
H -1.682 -1.704 1.601
H 0.613 -2.586 0.472
H -0.791 -0.498 -1.173
H -1.476 0.448 0.157
H -2.678 -0.570 -0.432
H 0.897 2.191 -2.963
H 1.358 1.702 -1.386
O 0.999 1.511 -2.326
H 1.192 1.727 0.499
H 0.672 3.115 0.542
O 1.408 2.622 0.130
```

Results
- E_LUMO (eV) = 3.84
- net charge = -1


We find w) to be the most stable, with the next structure 132.0 kJ/mol higher.


w) Molecular formula: C3H10NO4
Method: DFT, ωB97M-V/def2-TZVPD

Geometry as XYZ:
```
18
Properties=species:S:1:pos:R:3
O -0.456 -1.559 -0.065
C -0.060 -0.391 0.058
O -0.770 0.651 -0.043
C 1.476 -0.091 0.264
C 1.815 1.188 -0.498
N 2.238 -1.206 -0.363
H 1.757 0.006 1.312
H 1.117 2.005 -0.433
H 2.738 1.645 -0.112
H 1.983 0.927 -1.546
H 1.760 -2.029 -0.009
H 1.957 -1.170 -1.334
H -1.128 0.409 2.220
H -1.271 -0.888 1.529
O -1.334 -0.510 2.399
H -1.906 0.788 -1.280
H -2.618 2.029 -0.992
O -2.444 1.477 -1.757
```

Results
- E_LUMO (eV) = 3.96
- net charge = -1


x) Molecular formula: C3H10NO4
Method: DFT, ωB97M-V/def2-TZVPD

Geometry as XYZ:
```
18
Properties=species:S:1:pos:R:3
O 1.700 -0.261 0.175
C 0.564 -0.182 -0.212
O -0.031 -1.179 -0.702
C 0.143 1.400 -0.462
C -0.202 1.947 0.931
N -1.020 1.444 -1.313
H 0.932 1.925 -0.972
H 0.484 1.435 1.567
H -0.263 3.027 1.060
H -1.098 1.472 1.246
H -0.897 2.142 -2.044
H -1.189 0.518 -1.737
H -0.782 -2.465 1.050
H -1.708 -1.528 0.342
O -1.697 -2.028 1.166
H 1.319 -2.778 -0.666
H 1.988 -1.965 0.400
O 1.757 -2.924 0.173
```

Results
- E_LUMO (eV) = 3.97
- net charge = -1


We find w) to be the most stable, with the next structure 45.4 kJ/mol higher.


w) Molecular formula: C2H3N2O2S
Method: DFT, ωB97M-V/def2-TZVPD

Geometry as XYZ:
```
10
Properties=species:S:1:pos:R:3
C 2.252 0.582 1.443
C 1.061 -0.822 -0.438
N 3.181 1.255 1.510
N -1.689 -1.693 -2.482
O -2.328 -1.155 -1.524
O -0.356 -1.357 -2.571
S 0.892 -0.401 1.332
H 1.769 -1.585 -0.270
H 1.434 -0.125 -1.249
H 0.186 -1.301 -0.850
```

Results
- E_LUMO (eV) = 3.29
- net charge = -1


x) Molecular formula: C2H3N2O2S
Method: DFT, ωB97M-V/def2-TZVPD

Geometry as XYZ:
```
10
Properties=species:S:1:pos:R:3
C 3.025 0.371 -0.210
C 0.349 0.514 -0.250
N 3.644 -0.466 0.272
N -2.738 -0.929 0.839
O -3.832 -1.390 1.246
O -2.539 -0.536 -0.355
S 1.863 1.227 -1.025
H -0.298 1.319 0.261
H 0.751 -0.247 0.308
H -0.223 0.137 -1.086
```

Results
- E_LUMO (eV) = 2.87
- net charge = -1


y) Molecular formula: C2H3N2O2S
Method: DFT, ωB97M-V/def2-TZVPD

Geometry as XYZ:
```
10
Properties=species:S:1:pos:R:3
C -0.024 1.773 0.167
C 1.289 -0.265 -0.032
N -0.494 2.822 0.017
N 0.328 0.642 0.552
O -1.380 -1.493 -1.182
O -2.547 -1.264 0.953
S -1.931 -0.541 -0.191
H 2.378 -0.044 0.281
H 1.276 -1.172 0.517
H 1.105 -0.459 -1.082
```

Results
- E_LUMO (spin up / spin down) (eV) = 3.43 / 3.43
- net charge = -1


We find y) to be the most stable, with the next structure 204.6 kJ/mol higher.


w) Molecular formula: C5H12O3
Method: DFT, ωB97M-V/def2-TZVPD

Geometry as XYZ:
```
20
Properties=species:S:1:pos:R:3
C 0.209 2.266 0.406
C 0.941 1.063 -0.196
C 0.518 0.202 -1.093
O -0.723 0.172 -1.590
C 1.189 -1.091 -1.305
C 1.231 -2.011 -0.281
H -0.012 1.902 1.510
H 0.824 3.193 0.504
H -0.661 2.664 0.007
H 2.042 0.812 0.102
H -1.287 1.020 -1.485
H 1.433 -1.154 -2.437
H 0.742 -1.891 0.571
H 1.619 -2.992 -0.449
H -0.627 0.052 1.823
H 0.437 0.281 2.999
O -0.518 0.236 2.837
H -3.168 -1.688 -0.392
H -1.972 -1.307 -1.147
O -2.216 -1.729 -0.383
```

Results
- E_LUMO (spin up / spin down) (eV) = -3.90 / -8.33
- multiplicity = 2
- net charge = +1


x) Molecular formula: C5H12O3
Method: DFT, ωB97M-V/def2-TZVPD

Geometry as XYZ:
```
20
Properties=species:S:1:pos:R:3
O -1.294 2.367 1.977
C -1.557 2.454 0.807
C -1.695 1.246 -0.175
C -0.929 0.027 0.283
C 0.573 0.020 0.040
C 1.306 -1.074 -0.215
H -1.457 3.397 0.252
H -2.743 0.808 -0.126
H -1.450 1.488 -1.328
H -1.066 -0.090 1.462
H -1.418 -0.994 -0.164
H 1.082 0.983 0.254
H 2.225 -1.139 -0.670
H 0.801 -2.021 -0.419
H 1.965 -3.856 -4.784
H 2.524 -3.610 -3.343
O 1.900 -4.170 -3.798
H -0.313 1.354 3.052
H 1.028 1.809 3.514
O 0.519 1.001 3.383
```

Results
- E_LUMO (spin up / spin down) (eV) = -5.23 / -9.34
- multiplicity = 2
- net charge = +1


We find w) to be the most stable, with the next structure 45.3 kJ/mol higher.